No. 1
Entry from the Open Molecules 2025 dataset: a structure of composition C22H22BrMnN3O2S2Si at a distorted geometry (ωB97M-V with the def2-TZVPD basis set).

```
54
Properties=species:S:1:pos:R:3:mulliken_charge:R:1
Mn -1.414 -0.451 -0.438 0.941
C 2.250 4.432 -2.698 -1.082
Si 1.716 2.769 -3.466 0.226
C 2.961 1.410 -3.009 -1.140
C 1.366 2.868 -5.334 -1.072
C -0.008 2.496 -2.643 0.132
C -1.004 3.465 -2.749 -0.113
C -2.224 3.326 -2.096 -1.013
C -2.415 2.244 -1.260 -0.015
N -1.481 1.296 -1.132 -0.226
C -0.331 1.397 -1.860 0.863
S 0.569 -0.084 -1.657 -0.337
H 3.211 4.745 -3.091 0.365
H 2.352 4.357 -1.618 0.338
H 1.542 5.228 -2.906 0.353
H 3.942 1.632 -3.421 0.380
H 2.665 0.436 -3.388 0.372
H 3.076 1.320 -1.932 0.345
H 2.274 3.093 -5.881 0.355
H 0.645 3.645 -5.571 0.357
H 0.978 1.931 -5.722 0.350
H -0.832 4.338 -3.359 0.408
H -3.005 4.059 -2.211 0.410
H -3.322 2.134 -0.674 0.454
N -3.712 -0.093 2.038 -0.374
C -2.450 -0.181 2.490 0.560
N -1.394 -0.065 1.712 0.200
C -0.217 -0.099 2.451 -0.369
C 1.071 0.059 1.947 0.116
C 2.142 -0.020 2.816 -0.940
C 1.947 -0.244 4.177 -0.563
C 0.672 -0.376 4.698 -0.510
C -0.400 -0.296 3.828 0.633
S -2.115 -0.393 4.186 -0.269
H -3.885 -0.147 1.041 0.134
H -4.483 -0.254 2.665 0.237
H 1.213 0.248 0.888 0.398
H 3.142 0.101 2.440 0.437
H 2.799 -0.306 4.835 0.416
H 0.523 -0.536 5.754 0.447
Br 1.389 -5.520 4.338 -0.179
C 0.415 -4.899 2.830 -0.079
C 0.719 -3.654 2.292 -0.535
C -0.019 -3.187 1.223 0.157
C -1.071 -3.945 0.716 0.137
C -1.330 -5.213 1.230 -0.590
C -0.584 -5.697 2.286 -0.446
C -2.006 -3.408 -0.327 -0.073
O -2.821 -4.092 -0.899 -0.599
O -1.910 -2.113 -0.489 -0.941
H 1.520 -3.059 2.700 0.550
H 0.243 -2.230 0.774 0.460
H -2.128 -5.791 0.789 0.496
H -0.784 -6.677 2.691 0.437
```

Values from the calculation:
Spin multiplicity ... 5
E ... -5977.07347 Ha
Strongest force on any atom ... 0.04101 hartree/bohr
Frontier orbital gap (alpha / beta) ... 5.864 / 7.322 eV
HOMO (alpha / beta) ... -11.375 / -11.369 eV
Net charge ... +1

=====

No. 2
Entry from the Open Molecules 2025 dataset: a structure of composition C45H48F6HgI2N5OSb at a distorted geometry (ωB97M-V with the def2-TZVPD basis set).

```
109
Properties=species:S:1:pos:R:3:mulliken_charge:R:1
Hg 0.344 0.046 0.443 2.496
C -1.468 -1.507 -6.010 -1.031
C -0.061 -1.546 -5.418 -1.164
C -0.012 -1.672 -3.923 0.290
C -0.215 -2.827 -3.193 0.863
C -0.418 -4.173 -3.768 -1.010
C -1.836 -4.725 -3.651 -1.053
C -0.278 -2.429 -1.801 -0.225
N -0.148 -1.122 -1.671 -0.345
C 0.005 -0.566 -2.928 -0.193
C 0.199 0.786 -3.208 -0.680
C 0.017 1.840 -2.348 0.311
C 0.341 3.251 -2.637 0.882
C 0.795 3.671 -3.969 -1.331
C -0.282 3.854 -4.988 -1.454
C -0.096 3.964 -1.524 0.660
C -0.560 2.976 -0.592 0.848
C -0.876 3.295 0.776 -0.301
C -1.144 2.451 1.831 0.067
N -1.162 1.044 1.767 -0.878
C -1.198 0.572 3.043 0.369
C -1.107 -0.773 3.409 -0.684
C -0.818 -1.844 2.535 0.131
N -0.754 -1.722 1.187 -0.831
C -0.589 -2.970 0.644 -0.251
C -0.428 -3.329 -0.680 -0.456
C -0.572 -3.968 1.773 0.600
C -0.702 -3.268 2.913 1.455
C -0.608 -3.802 4.295 -1.201
C -1.797 -3.933 5.210 -1.173
C -0.430 -5.464 1.635 -0.810
C -1.733 -6.178 1.624 -1.328
C -1.347 1.700 3.979 0.667
C -1.256 2.837 3.216 0.651
C -1.373 4.244 3.723 -1.205
C -2.761 4.846 3.601 -1.146
C -1.553 1.674 5.419 -0.947
C -2.959 1.297 5.867 -1.152
N -0.531 1.774 -1.120 -0.839
C -0.148 5.455 -1.285 -1.183
C -1.581 6.009 -1.478 -1.289
H -1.401 -1.255 -7.119 0.360
H -2.002 -0.634 -5.607 0.262
H -2.042 -2.422 -5.792 0.185
H 0.468 -0.695 -5.823 0.458
H 0.453 -2.453 -5.882 0.389
H 0.184 -4.896 -3.277 0.444
H -0.080 -4.198 -4.831 0.193
H -2.221 -4.902 -2.628 0.215
H -1.860 -5.769 -4.093 0.332
H -2.606 -4.102 -4.091 0.281
H 0.521 0.961 -4.244 0.045
H 1.456 2.891 -4.321 0.307
H 1.414 4.590 -3.853 0.485
H -1.120 3.153 -4.833 0.298
H 0.126 3.681 -5.965 0.414
H -0.691 4.869 -4.879 0.362
H -0.706 4.347 1.080 0.166
H -1.066 -1.047 4.448 0.512
H -0.413 -4.406 -0.861 0.398
H 0.156 -3.201 4.809 0.489
H -0.111 -4.769 4.287 0.359
H -2.174 -2.945 5.483 0.194
H -1.455 -4.451 6.092 0.435
H -2.627 -4.499 4.756 0.245
H 0.197 -5.893 2.446 0.319
H 0.189 -5.725 0.740 0.271
H -2.247 -6.026 2.573 0.216
H -1.632 -7.242 1.462 0.451
H -2.351 -5.751 0.826 0.253
H -0.640 4.850 3.211 0.185
H -1.030 4.274 4.707 0.619
H -3.156 4.797 2.563 0.240
H -2.808 5.864 3.973 0.423
H -3.507 4.292 4.223 0.221
H -1.388 2.680 5.810 0.174
H -0.858 1.079 5.976 0.512
H -3.661 2.032 5.457 0.246
H -3.027 1.241 6.934 0.418
H -3.273 0.317 5.465 0.240
H 0.602 5.897 -1.931 0.526
H 0.196 5.763 -0.320 0.200
H -1.847 5.981 -2.526 0.268
H -1.579 7.038 -1.128 0.426
H -2.325 5.428 -0.890 0.258
I 2.675 5.060 1.851 -0.040
C 2.970 3.716 0.294 -0.209
C 3.820 4.076 -0.774 -0.718
C 4.120 3.120 -1.730 -0.064
I 5.431 3.733 -3.261 -0.060
C 3.715 1.770 -1.620 1.679
C 4.119 0.740 -2.523 -0.993
C 3.634 -0.535 -2.333 -1.467
C 2.774 -0.756 -1.251 0.239
N 2.420 0.168 -0.414 -0.885
C 2.873 1.445 -0.565 0.211
C 2.503 2.385 0.497 0.153
O 1.866 2.038 1.517 -0.670
H 4.150 5.097 -0.872 0.389
H 4.841 0.887 -3.319 0.162
H 3.884 -1.397 -2.964 0.480
H 2.399 -1.805 -1.074 0.372
F 2.333 -2.639 1.729 -0.487
Sb 3.575 -4.047 1.918 2.437
F 2.662 -4.846 0.409 -0.647
F 2.371 -4.797 3.158 -0.566
F 4.644 -5.578 2.132 -0.566
F 4.476 -3.141 3.335 -0.596
F 4.785 -3.205 0.733 -0.577
```

Values from the calculation:
E ... -3681.10363 Ha
Strongest force on any atom ... 0.04312 hartree/bohr
Energy relative to the best compared isomer or geometry (same formula, charge and spin) ... 0.0 kJ/mol
Frontier orbital gap (alpha / beta) ... 5.352 / 5.351 eV
HOMO (alpha / beta) ... -1.916 / -1.915 eV
Net charge ... -2

=====

- What is the net charge in the first record?
  +1